C6H14SSi in the gas phase. Source: the Open Molecules 2025 dataset; level of theory: ωB97M-V/def2-TZVPD.

Values from the calculation:
structure (SMILES)	C[Si]1(C)CCCSC1
E_LUMO	0.8	eV
energy above the lowest of the compared OMol25 structures with the same formula, charge and spin	0.00	kcal/mol

Structure (ORCA input):
```
! RIJCOSX wB97M-V def2-TZVPD def2/J DEFGRID3
* xyz 0 1
C -0.98534 1.40853 1.93368
Si 0.05839 0.35010 0.70224
C 1.85558 0.63369 0.98208
C -0.59146 0.89023 -0.95198
C 0.12459 -0.02741 -1.99824
C -0.08179 -1.54250 -1.77812
S 0.70859 -2.28113 -0.38083
C -0.35607 -1.51381 0.78256
H -0.77972 1.55199 3.00423
H -1.79686 0.67183 1.89851
H -1.51470 2.31092 1.59122
H 2.50353 0.01444 0.32259
H 2.18778 1.67130 1.00117
H 2.10065 0.29353 1.95996
H -1.64641 0.71143 -0.83597
H -0.52843 2.00684 -1.15662
H 1.17683 0.17635 -1.87784
H -0.13993 0.27639 -2.98935
H -1.07149 -1.91082 -1.96526
H 0.42385 -2.03277 -2.59006
H -1.43544 -1.67311 0.59420
H -0.21215 -1.98602 1.75183
*
```

Atomic partial charges in e from the Mulliken method, atoms 1 to 8: atom 1 (C): -1.109, atom 2 (Si): 0.069, atom 3 (C): -1.088, atom 4 (C): -0.567, atom 5 (C): -0.731, atom 6 (C): -0.715, atom 7 (S): -0.117, atom 8 (C): -0.681